1.
17
Properties=species:S:1:pos:R:3 method="wB97M-V/def2-TZVPD" homo_energy_ev=-8.8 fmax_ev_per_a=1.7 homo_lumo_gap_ev=9.337 e_above_lowest_kcal_mol=20.5
C -0.55 1.53 -0.91
C -0.61 0.24 -0.14
C -1.47 0.00 0.87
O -2.43 0.84 1.35
C 0.40 -0.80 -0.60
O -0.08 -2.12 -0.31
C 1.77 -0.54 0.04
O 2.52 0.41 -0.17
O 2.11 -1.49 0.95
H -1.01 1.41 -1.89
H -1.06 2.35 -0.40
H 0.48 1.86 -1.05
H -1.49 -0.94 1.42
H -2.51 1.61 0.77
H 0.52 -0.77 -1.69
H 0.44 -2.41 0.47
H 2.97 -1.18 1.30

2.
17
Properties=species:S:1:pos:R:3 method="wB97M-V/def2-TZVPD" homo_energy_ev="-8.1 / -8.1" fmax_ev_per_a=1.0 homo_lumo_gap_ev="6.982 / 6.987" e_above_lowest_kcal_mol=82.5
C 1.36 0.01 -0.45
C 1.78 -1.27 0.14
C -2.13 1.17 0.56
C 0.47 0.95 0.25
C -1.00 0.17 0.39
O -1.08 -0.45 -0.98
O 1.68 0.35 -1.67
O 0.77 2.05 0.63
O -0.83 -0.72 1.31
H 2.02 -0.42 -2.17
H -1.45 -1.33 -0.84
H 2.52 -1.04 0.91
H 0.91 -1.69 0.66
H 2.20 -1.96 -0.59
H -2.00 1.70 1.50
H -3.07 0.61 0.59
H -2.15 1.88 -0.26

3.
15
Properties=species:S:1:pos:R:3 method="wB97M-V/def2-TZVPD" homo_energy_ev=-8.5 smiles=O[C@]12CSC[C@@H]1C2 fmax_ev_per_a=2.6 homo_lumo_gap_ev=9.265 e_above_lowest_kcal_mol=76.5
O 0.51 -0.87 1.48
C 0.46 0.40 0.78
C -0.97 0.87 0.57
S -1.55 -0.44 -0.72
C 0.30 -0.76 -1.31
C 0.96 0.42 -0.66
C 1.88 0.88 0.41
H 0.88 -0.78 2.35
H -1.60 0.81 1.51
H -0.90 1.87 0.08
H 0.60 -1.71 -0.82
H 0.32 -0.78 -2.36
H 0.60 1.43 -1.10
H 2.23 1.99 0.56
H 2.62 0.22 0.78

4.
15
Properties=species:S:1:pos:R:3 method="wB97M-V/def2-TZVPD" homo_energy_ev=-8.6 fmax_ev_per_a=3.8 homo_lumo_gap_ev=9.457 e_above_lowest_kcal_mol=136.8
C -0.09 1.21 -1.85
C -0.78 0.03 -1.06
C 0.03 -0.77 -0.04
C 0.88 -1.12 1.92
C -0.75 0.60 0.47
H 0.80 1.37 -1.00
H 0.16 1.06 -3.00
H -0.82 2.07 -1.75
H -1.67 -0.45 -1.72
H -0.44 -1.75 0.30
H 1.72 -0.85 2.62
H 0.38 -2.23 2.05
H -0.14 1.51 0.37
O 1.35 -0.72 0.58
S -0.65 0.03 2.13

5.
16
Properties=species:S:1:pos:R:3 method="wB97M-V/def2-TZVPD" homo_energy_ev=-8.8 smiles=O[C@@H]1CSC[C@H]2S[C@H]12 fmax_ev_per_a=5.5 homo_lumo_gap_ev=9.331 e_above_lowest_kcal_mol=83.5
O 1.10 -0.86 1.65
C -0.16 -0.65 1.23
C -0.40 -1.60 -0.07
S -1.24 -0.69 -1.42
C -0.17 0.89 -1.71
C 0.58 1.04 -0.45
S 0.90 2.24 0.85
C -0.30 0.78 0.79
H 1.31 0.19 1.83
H -0.96 -0.86 2.07
H 0.72 -1.82 -0.50
H -0.82 -2.75 0.14
H -0.94 1.80 -1.93
H 0.34 0.83 -2.58
H 1.40 0.27 -0.45
H -1.37 1.19 0.57

6.
16
Properties=species:S:1:pos:R:3 method="wB97M-V/def2-TZVPD" homo_energy_ev="-7.8 / -7.0" fmax_ev_per_a=1.0 homo_lumo_gap_ev="7.311 / 5.878" e_above_lowest_kcal_mol=67.0
C 1.38 0.98 0.60
C 0.29 1.19 1.42
C 1.46 -0.28 -0.13
C 0.33 -0.40 -1.26
C -0.99 -0.57 -0.67
O -0.60 0.33 1.61
S -2.20 0.63 -0.97
S -1.36 -2.11 0.04
H 2.05 1.79 0.36
H 0.17 2.19 1.87
H 2.42 -0.39 -0.64
H 1.29 -1.14 0.53
H 0.36 0.50 -1.88
H 0.61 -1.27 -1.84
H -3.09 0.21 -0.07
H -2.12 -1.66 1.04

7.
15
Properties=species:S:1:pos:R:3 method="wB97M-V/def2-TZVPD" homo_energy_ev=-7.0 smiles="CC1=CC=CP=[PH2]1" fmax_ev_per_a=3.0 homo_lumo_gap_ev=7.623 e_above_lowest_kcal_mol=41.0
C -2.06 0.83 0.30
C -0.77 0.11 0.10
C -0.40 -1.11 -0.18
C 0.98 -1.66 -0.29
C 2.17 -1.04 -0.08
P 2.81 0.57 0.37
P 0.74 1.22 0.14
H -1.88 1.71 0.84
H -2.84 0.21 0.87
H -2.49 1.18 -0.68
H -1.01 -1.98 -0.15
H 0.95 -2.60 -0.79
H 3.01 -1.85 -0.09
H 0.50 2.52 0.74
H 0.29 1.89 -1.09

8.
15
Properties=species:S:1:pos:R:3 method="wB97M-V/def2-TZVPD" homo_energy_ev=-8.4 smiles="CP1=CC=CC=1P" fmax_ev_per_a=3.2 homo_lumo_gap_ev=8.916 e_above_lowest_kcal_mol=20.3
C -1.23 1.42 0.72
P 0.53 1.23 0.16
C 1.34 0.12 1.39
C 1.40 -1.16 0.98
C 0.92 -1.34 -0.43
C 0.26 -0.28 -0.91
P -0.42 -0.20 -2.60
H -1.33 2.28 1.26
H -1.45 0.66 1.39
H -1.77 1.70 -0.16
H 1.63 0.64 2.36
H 1.82 -1.79 1.67
H 0.92 -2.23 -1.08
H -1.73 0.50 -2.11
H -0.89 -1.55 -2.65

9.
15
Properties=species:S:1:pos:R:3 method="wB97M-V/def2-TZVPD" multiplicity=3 homo_energy_ev="-5.7 / -8.6" fmax_ev_per_a=6.6 homo_lumo_gap_ev="6.816 / 6.421" e_above_lowest_kcal_mol=1.6
C -0.79 1.65 -1.20
C 0.25 0.80 -1.69
C -1.68 1.00 -0.45
C 0.29 -0.42 -1.03
C -0.72 -1.01 1.59
P -1.27 -0.75 -0.21
P 1.52 -1.69 -1.31
H -0.80 2.68 -1.51
H 0.92 1.22 -2.53
H -2.36 1.56 0.05
H 0.37 -1.21 1.48
H -1.14 -1.89 2.01
H -1.15 -0.23 2.25
H 2.58 -1.36 -0.37
H 2.07 -0.80 -2.28

10.
14
Properties=species:S:1:pos:R:3 method="wB97M-V/def2-TZVPD" homo_energy_ev=-9.2 fmax_ev_per_a=6.9 homo_lumo_gap_ev=9.631 e_above_lowest_kcal_mol=114.1
C -0.39 -2.80 0.19
C -0.63 -1.71 -0.20
C 1.55 0.66 -0.24
C 0.25 1.21 0.30
C -0.83 0.38 -0.37
S -2.51 0.58 0.09
H 0.02 -3.76 0.26
H 1.62 -0.44 -0.48
H 2.32 0.97 0.41
H 1.89 1.08 -1.22
H -0.13 2.27 -0.03
H 0.04 1.16 1.33
H -0.84 0.24 -1.49
H -2.36 0.15 1.45